[1]
This record from the OMol25 dataset describes a molecular structure, C3H3DyO2 at a distorted geometry. The level of theory is ωB97M-V/def2-TZVPD.

```
! RIJCOSX wB97M-V def2-TZVPD def2/J DEFGRID3
* xyz 0 6
C -0.64 -0.20 -2.03
O -0.60 0.84 0.11
C 0.60 -0.53 -1.77
C -1.39 0.63 -0.99
O 1.69 -0.93 -1.58
H -1.02 -0.36 -3.05
H -1.69 1.59 -1.48
H -2.34 0.10 -0.76
Dy -0.04 0.11 2.29
*
```

Its expectation value of S² is 9.31. The calculation puts the LUMO energy (spin up / spin down) at -0.02 / -0.16 eV. The HOMO-LUMO gap (spin up / spin down) is 6.18 / 7.97 eV. The calculation puts the total energy at -31334.9161 eV. For the energy above the lowest of the compared OMol25 structures with the same formula, charge and spin, the calculation gives 0.0 kcal per mole.

***

[2]
This record from the OMol25 dataset describes a molecular structure, C16H40LiN2O12P at a distorted geometry. The level of theory is ωB97M-V/def2-TZVPD.

```
! RIJCOSX wB97M-V def2-TZVPD def2/J DEFGRID3
* xyz 0 1
C -4.13 0.02 -1.50
N -2.86 0.80 -1.59
C -3.06 1.96 -0.54
C -1.72 -0.02 -1.23
C -2.69 1.51 -2.89
C -1.46 2.40 -3.14
O -1.70 3.25 -4.23
H -3.94 -0.61 -2.30
H -4.95 0.70 -1.67
H -4.12 -0.43 -0.60
H -2.32 2.78 -0.53
H -3.11 1.75 0.41
H -3.94 2.48 -0.88
H -1.67 -0.34 -0.19
H -0.88 0.61 -1.23
H -1.62 -0.86 -1.94
H -3.56 2.25 -2.99
H -2.71 0.88 -3.50
H -0.52 1.83 -3.11
H -1.26 3.00 -2.31
H -1.07 4.04 -4.07
C 2.47 4.18 -2.07
N 3.09 2.95 -1.62
C 4.23 2.66 -2.63
C 3.74 3.24 -0.27
C 2.05 1.89 -1.46
C 2.51 0.49 -1.27
O 1.57 -0.36 -1.25
H 3.09 4.94 -2.22
H 1.64 4.52 -1.55
H 2.10 4.03 -3.10
H 4.92 1.79 -2.15
H 4.79 3.59 -2.77
H 3.90 2.42 -3.57
H 3.11 3.22 0.57
H 4.32 4.06 -0.21
H 4.43 2.47 0.22
H 1.56 1.71 -2.19
H 1.36 2.32 -0.74
H 3.18 0.76 -0.29
H 3.45 0.18 -1.78
H 1.19 -0.38 -0.44
Li 0.20 -1.36 1.87
P 0.35 1.13 2.05
O 0.07 0.06 3.07
O 0.52 0.03 0.85
O 1.56 1.94 2.19
O -0.79 1.95 1.76
C 2.22 -5.62 2.20
O 1.88 -5.19 3.38
C 1.56 -3.88 3.66
O 1.58 -2.98 2.77
O 1.20 -3.60 4.84
C 0.75 -2.37 5.39
H 2.86 -6.54 2.17
H 2.41 -4.73 1.60
H 1.30 -5.98 1.65
H 1.38 -1.63 4.73
H 0.92 -2.20 6.34
H -0.33 -2.07 5.12
C -2.16 -4.95 -0.04
O -2.82 -4.21 1.04
C -2.41 -3.02 1.43
O -1.27 -2.57 1.21
O -3.29 -2.33 2.09
C -2.92 -0.97 2.50
H -2.09 -4.29 -0.76
H -2.63 -5.99 -0.64
H -1.20 -5.32 0.34
H -2.60 -0.23 1.75
H -2.12 -1.18 3.17
H -3.53 -0.59 3.08
*
```

The calculation puts the LUMO energy at -0.37 eV. The HOMO-LUMO gap is 4.50 eV. The calculation puts the total energy at -54273.8292 eV. For the energy above the lowest of the compared OMol25 structures with the same formula, charge and spin, the calculation gives 77.1 kcal per mole.

***

[3]
This record from the OMol25 dataset describes a molecular structure, C52H52AsBF2MnN3O2S at a distorted geometry. The level of theory is ωB97M-V/def2-TZVPD.

```
! RIJCOSX wB97M-V def2-TZVPD def2/J DEFGRID3
* xyz 1 4
Mn -1.44 -0.82 -0.97
C -3.89 2.91 6.00
C -3.81 2.53 4.54
C -3.26 1.31 4.16
C -3.16 0.95 2.83
C -3.62 1.83 1.86
C -4.19 3.05 2.21
C -4.28 3.39 3.55
S -3.41 1.56 0.12
O -2.28 2.35 -0.27
O -4.66 1.79 -0.54
N -3.01 -0.03 -0.04
C -4.08 -0.94 0.13
C -5.29 -0.71 0.74
C -6.27 -1.72 0.83
C -6.07 -2.96 0.31
C -4.85 -3.24 -0.33
C -4.55 -4.48 -0.93
C -3.36 -4.67 -1.57
C -2.44 -3.62 -1.61
N -2.67 -2.44 -1.05
C -3.87 -2.23 -0.41
H -2.89 3.00 6.42
H -4.43 2.15 6.57
H -4.41 3.86 6.13
H -2.91 0.63 4.93
H -2.73 0.00 2.54
H -4.55 3.71 1.45
H -4.72 4.33 3.83
H -5.53 0.26 1.15
H -7.21 -1.47 1.31
H -6.83 -3.73 0.37
H -5.28 -5.28 -0.87
H -3.11 -5.61 -2.05
H -1.50 -3.75 -2.12
C 1.55 4.52 1.56
C 0.98 3.13 1.54
C 0.72 2.45 2.73
C 0.17 1.17 2.70
C -0.03 0.39 3.97
C -0.12 0.60 1.47
C 0.10 1.26 0.25
C 0.69 2.53 0.32
N -0.27 0.65 -0.96
C 0.04 1.26 -2.27
C -0.71 2.58 -2.51
C -0.35 3.17 -3.87
C -0.84 2.23 -4.96
C -0.15 0.88 -4.78
C 1.37 1.06 -4.93
C 1.87 2.01 -3.83
C 1.17 3.37 -3.97
C 1.56 1.43 -2.45
C -0.42 0.30 -3.39
H 1.95 4.77 2.54
H 0.79 5.25 1.31
H 2.36 4.62 0.83
H 0.94 2.92 3.68
H -0.10 1.06 4.83
H 0.80 -0.29 4.13
H -0.94 -0.21 3.93
H -0.59 -0.38 1.47
H 0.90 3.09 -0.57
H -0.53 3.30 -1.71
H -1.79 2.37 -2.47
H -0.85 4.14 -3.97
H -0.61 2.62 -5.95
H -1.92 2.12 -4.90
H -0.51 0.17 -5.53
H 1.59 1.48 -5.91
H 1.88 0.10 -4.86
H 2.95 2.14 -3.92
H 1.42 3.82 -4.94
H 1.51 4.05 -3.19
H 1.99 2.06 -1.67
H 2.02 0.44 -2.35
H 0.12 -0.64 -3.32
H -1.51 0.10 -3.29
F -0.05 -2.15 -1.66
B 0.09 -2.01 -0.24
F -0.20 -3.13 0.46
C 5.19 1.83 -0.32
C 5.31 0.73 -1.16
C 4.40 -0.31 -1.08
C 3.36 -0.24 -0.16
C 3.25 0.84 0.70
C 4.17 1.88 0.61
As 2.17 -1.75 0.10
C 2.65 -2.31 1.87
C 1.70 -2.55 2.85
C 2.10 -2.92 4.13
C 3.44 -3.06 4.42
C 4.40 -2.82 3.44
C 4.01 -2.44 2.17
C 2.82 -3.13 -1.08
C 3.24 -4.35 -0.56
C 3.68 -5.35 -1.43
C 3.68 -5.13 -2.80
C 3.24 -3.93 -3.31
C 2.80 -2.93 -2.46
H 5.91 2.64 -0.38
H 6.12 0.68 -1.88
H 4.51 -1.16 -1.74
H 2.46 0.89 1.43
H 4.08 2.72 1.28
H 0.64 -2.45 2.63
H 1.35 -3.10 4.89
H 3.75 -3.35 5.41
H 5.45 -2.92 3.67
H 4.76 -2.23 1.41
H 3.23 -4.53 0.50
H 4.01 -6.30 -1.03
H 4.03 -5.91 -3.46
H 3.23 -3.76 -4.38
H 2.43 -1.99 -2.87
*
```

Its expectation value of S² is 3.98. The calculation puts the LUMO energy (spin up / spin down) at -3.40 / -3.02 eV. The HOMO-LUMO gap (spin up / spin down) is 6.41 / 7.03 eV. The calculation puts the total energy at -172437.1588 eV.